(1)
The following is a quantum chemistry calculation of 13 unconnected molecules or ions with the total composition C31H76Cl12O27S9 in a non-equilibrium geometry, from OMol25.

Values from the calculation:
HOMO level	-10.514	eV
total charge	0
DFT total energy	-336444.283	eV
relative energy (zero: lowest compared OMol25 entry of this formula, charge and spin)	0.00	kcal/mol

Atoms and positions in Å:
Cl  -1.07334  5.72330  -0.00307
Cl  4.90457  -0.31156  -1.55343
Cl  6.15777  0.22195  -4.10070
Cl  3.62237  3.23421  -3.39545
Cl  -0.03506  3.91120  2.04627
Cl  0.68507  6.70215  2.11235
Cl  4.57252  -2.14349  -3.85066
Cl  -0.86670  5.10583  -4.40773
Cl  1.98154  5.52554  -2.52089
Cl  2.49247  5.18962  -5.25971
Cl  -2.51269  3.80069  -6.37025
Cl  -3.36778  3.96673  -3.62116
S  2.97175  -4.55647  5.43798
S  -2.34715  -3.51972  -0.96430
S  -4.84032  4.75098  0.12047
S  -1.37642  -3.65867  7.36050
S  0.56093  0.39647  -4.94799
S  0.36724  1.41369  -1.14893
S  2.21862  -5.15409  0.93808
S  3.95435  3.22919  1.89903
S  -4.80201  0.51324  -1.11990
O  5.36341  3.61651  1.37354
O  1.53735  -4.15600  1.64886
O  -0.16203  1.57540  -4.52124
O  4.00296  2.75882  3.23926
O  -6.18851  5.21187  0.39364
O  3.35472  -3.36231  4.44376
O  -3.96890  0.99595  -0.07090
O  -2.72285  -4.06115  7.59730
O  -0.71202  -4.10703  6.19257
O  -1.30274  -2.07128  7.30481
O  0.86512  2.76014  -1.03623
O  -1.63593  -4.88433  -1.22475
O  -4.53454  3.70886  -0.74255
O  1.19860  0.43291  -1.84706
O  1.83363  -6.52953  1.18684
O  2.08609  -4.92673  -0.61417
O  -2.15720  -2.69180  -2.09704
O  -4.42503  1.26260  -2.38794
O  3.12885  4.31769  1.51950
O  -4.06589  6.00647  -0.41189
O  4.07112  -5.40941  5.34790
O  0.25385  0.91023  0.28219
O  1.98837  0.35360  -4.78760
O  2.58038  -3.99205  6.69171
O  -4.74662  -0.92255  -1.36332
O  -1.86358  -3.02312  0.26696
O  0.33282  0.26734  -6.50971
C  -0.34945  -4.01143  8.70541
C  0.26139  1.45483  -7.32504
C  -6.49116  1.01606  -0.87482
C  -3.81318  8.33838  -0.85501
C  3.37089  -1.00044  3.67374
C  0.06733  -1.44583  7.22420
C  7.51955  2.66678  0.68472
C  -0.02375  -0.27586  6.23685
C  -4.30096  7.32648  0.20712
C  -0.12574  -1.05811  -4.37836
C  -5.04090  0.82037  -3.67933
C  -3.99207  4.36934  1.62814
C  2.71049  -2.08126  4.60259
C  3.86908  -4.93494  1.26979
C  -0.27004  -0.40531  0.63568
C  1.88172  -3.61071  -2.71202
C  4.69969  -0.46270  -3.36054
C  3.72010  1.88162  0.82901
C  -0.69376  -7.15643  -0.37868
C  -3.99180  -4.01991  -0.75236
C  -0.19698  1.11035  -8.74561
C  2.25809  4.30110  -3.71424
C  0.24447  5.37123  1.11884
C  -1.28469  1.47130  -1.82187
C  6.50823  2.79320  1.81627
C  1.63399  -5.29879  4.59811
C  -0.85474  -0.45533  2.04715
C  2.15137  -3.53821  -1.25088
C  -1.28188  -5.75326  -0.03662
C  -2.48321  4.74654  -4.90416
C  -4.06576  0.08310  -4.57458
H  0.33561  -1.96251  -4.72557
H  7.08827  2.19627  -0.19768
H  -7.14077  0.43312  -1.48636
H  0.28269  -1.20966  8.27031
H  -4.46525  8.43530  -1.73758
H  0.86915  -4.59131  4.24179
H  -1.80307  0.09072  2.05262
H  3.20834  -1.22646  2.60295
H  -6.59269  0.74296  0.17978
H  -0.17950  -0.04411  2.81929
H  4.44681  -0.86067  3.84548
H  2.81355  -0.06870  3.82025
H  1.17140  -5.90480  5.36779
H  -0.40079  2.19296  -6.82861
H  -1.64800  0.43219  -1.97118
H  0.33898  -6.95864  -0.76996
H  3.79511  0.04116  -3.70035
H  0.73075  -2.22194  6.91280
H  -0.96527  -0.63474  -0.15145
H  4.06279  -5.39519  2.24221
H  -0.18642  2.01939  -9.28314
H  0.48823  0.38614  -9.20920
H  -3.65950  7.43184  1.06228
H  6.86192  3.36150  2.71651
H  -3.79466  -0.90784  -4.19377
H  7.90334  3.66081  0.39423
H  6.17816  1.80397  2.16432
H  -5.30265  1.77254  -4.11536
H  -0.40110  -0.71072  5.30729
H  1.28825  1.85237  -7.36224
H  -3.00328  4.04571  1.35333
H  -0.55803  -5.06990  8.85020
H  -0.59754  -7.65345  0.61042
H  -1.14962  0.58131  -8.76788
H  -1.10181  -1.50260  2.24335
H  2.85066  1.33851  1.22381
H  -3.88487  9.34623  -0.45564
H  2.09327  -5.81889  3.74276
H  -2.74103  8.15459  -1.10593
H  -1.35983  -7.68153  -1.08433
H  -6.52396  2.07365  -1.03489
H  4.54035  -5.47878  0.59536
H  8.32321  1.97834  1.03771
H  0.86830  -3.97911  -2.93945
H  2.56628  -4.30106  -3.21645
H  -4.59260  3.55605  2.03074
H  0.67954  -3.90107  8.39430
H  -0.64312  0.52246  6.56209
H  2.06089  -2.62359  -3.13753
H  0.58104  -1.07592  0.59468
H  -2.01177  1.99960  -1.17491
H  2.71362  -1.75279  5.63874
H  1.33613  -3.03112  -0.77089
H  -5.33047  7.40531  0.47900
H  4.54931  1.16584  0.92289
H  -4.31695  -4.53148  -1.63552
H  4.12511  -3.87171  1.36724
H  -0.03132  -0.95838  -3.28170
H  1.05856  5.08489  0.48407
H  -3.18149  0.72145  -4.65685
H  3.50552  2.26152  -0.18232
H  1.02822  -0.02884  6.05889
H  -2.26646  -5.92219  0.43729
H  -4.39054  0.01784  -5.58461
H  -4.13778  -4.52212  0.24166
H  -4.53504  -3.08137  -0.71305
H  -4.07062  5.16710  2.35814
H  3.05815  -2.99885  -0.95243
H  -0.68781  -5.14370  0.62321
H  -5.98706  0.30317  -3.46393
H  -1.21326  1.92935  -2.80806
H  1.64578  -2.24714  4.35664
H  -0.75580  -3.49193  9.55082
H  1.36115  3.68467  -3.75620
H  -1.19029  -1.08706  -4.57865
H  -3.02200  5.63700  -5.16198

=====

(2)
The following is a quantum chemistry calculation of 12 unconnected molecules or ions with the total composition C7H38O12 in a non-equilibrium geometry, from OMol25.

Values from the calculation:
SMILES	CO.CO.CO.CO.CO.CO.CO.O.O.O.O.O
HOMO level	-9.226	eV
total charge	0
DFT total energy	-32441.653	eV
relative energy (zero: lowest compared OMol25 entry of this formula, charge and spin)	112.30	kcal/mol

Atoms and positions in Å:
O  -20.86757  7.29418  6.90072
O  -18.77676  6.29934  3.00838
O  -21.98814  5.80962  9.14687
O  -21.31664  6.36256  1.84035
O  -20.15395  10.56203  4.52390
O  -18.05819  9.12419  6.57273
O  -18.77281  5.38851  7.12289
O  -22.23675  9.32795  3.40704
O  -21.82195  9.28664  10.16628
O  -18.82698  7.03998  9.49182
O  -22.22873  3.58870  6.00982
O  -24.72186  8.59280  4.69842
C  -22.48873  9.83217  9.04445
C  -23.18163  3.74582  4.98204
C  -17.36999  8.56213  5.45072
C  -21.05268  7.47675  5.59671
C  -19.26600  11.01374  3.59828
C  -25.21601  7.39854  4.14615
C  -21.65268  4.50424  9.07825
H  -17.40725  8.98360  7.26418
H  -22.06338  9.21308  2.47270
H  -18.77836  10.27443  2.96289
H  -16.75115  9.28424  4.91810
H  -24.90907  6.44299  4.57136
H  -21.51127  9.86760  3.72117
H  -23.43924  2.73334  4.67119
H  -25.09217  7.28553  3.06912
H  -26.29660  7.41959  4.28752
H  -22.24482  3.98317  8.32595
H  -17.98950  7.93187  4.81269
H  -19.74258  11.66933  2.86947
H  -23.77582  8.68287  4.56242
H  -20.29789  7.99580  7.22443
H  -22.76399  4.37641  4.19717
H  -21.68340  6.21640  8.33246
H  -16.66692  7.86897  5.91260
H  -21.05329  7.15688  2.30505
H  -18.48921  5.84965  7.91229
H  -18.44318  6.80905  2.27004
H  -19.50854  5.80084  2.64474
H  -20.16529  7.90351  5.12926
H  -18.49864  11.62438  4.07408
H  -19.63742  10.45530  5.32602
H  -20.64041  4.29039  8.73521
H  -21.64246  3.99342  10.04109
H  -21.41473  6.53977  5.17353
H  -23.30153  9.15136  8.79159
H  -19.07588  6.66676  10.33739
H  -21.86080  8.20703  5.55508
H  -24.07988  4.28285  5.28674
H  -21.43502  4.05681  5.74056
H  -22.33515  8.50910  10.39794
H  -21.89026  6.67332  1.13992
H  -22.97119  10.80240  9.16273
H  -21.81823  9.90108  8.18784
H  -18.75045  7.97964  9.65743
H  -19.63413  5.75683  6.92617

=====

(3)
The following is a quantum chemistry calculation of 2 unconnected molecules or ions with the total composition C14H24BNO3, from OMol25.

Values from the calculation:
SMILES	BCC(=O)c1ccccc1.COCCNCCOC
HOMO level	-8.781	eV
total charge	0
DFT total energy	-23213.708	eV
relative energy (zero: lowest compared OMol25 entry of this formula, charge and spin)	0.00	kcal/mol

Atoms and positions in Å:
O  -1.53307  -1.84247  -4.32998
O  1.30247  3.43441  2.67222
O  1.97256  -0.89800  1.10991
N  3.52792  1.78866  1.61767
C  1.64762  3.35200  4.03905
C  -3.18530  -2.05443  -2.64226
C  0.90970  -0.16282  1.68187
C  -1.79898  -1.75914  -3.15359
C  -5.29163  -1.27881  -1.75848
C  -0.77280  -1.39026  -2.11358
C  -4.92099  -3.63658  -2.10096
C  2.33548  3.91883  1.82475
C  -3.64324  -3.36996  -2.58329
C  3.89438  0.62465  0.82046
C  -5.74511  -2.59316  -1.69270
C  2.77672  -0.19334  0.18536
C  -4.00919  -1.00886  -2.22312
C  2.82942  2.83722  0.89055
B  0.02048  -2.63279  -1.57516
H  0.74873  -2.48588  -0.64986
H  -0.12301  -3.69741  -2.08888
H  -6.74094  -2.80370  -1.32419
H  2.37855  2.56037  4.23847
H  3.16142  4.31747  2.42144
H  -3.64164  0.01028  -2.27317
H  4.56542  0.95649  0.02108
H  2.05471  4.29979  4.40435
H  0.73482  3.12913  4.58861
H  -2.99905  -4.17273  -2.92416
H  4.47183  -0.04636  1.46060
H  1.96248  2.46746  0.32500
H  -5.26854  -4.66111  -2.05570
H  -1.24708  -0.92202  -1.24071
H  -0.07096  -0.65463  -2.52280
H  2.14185  0.41567  -0.47166
H  -5.92614  -0.45716  -1.45077
H  1.91926  4.73559  1.22873
H  2.95970  1.49025  2.40008
H  0.11636  -0.87110  1.92348
H  3.24388  -0.95593  -0.44361
H  3.52239  3.28673  0.17241
H  0.51546  0.58319  0.98512
H  1.20407  0.34046  2.60746